Density functional theory data (ωB97M-V/def2-TZVPD) for 2 unconnected molecules or ions with the total composition C4H7NO at a distorted geometry.

Element x y z (Å)
N 3.002 0.176 1.483
C 1.985 0.163 0.929
C 0.709 0.150 0.254
C -0.033 -1.159 0.106
C 0.578 -0.518 -1.094
H 0.100 1.034 0.407
H -1.111 -1.106 0.213
H 0.445 -2.046 0.510
H -0.085 -0.027 -1.800
H 1.470 -0.964 -1.523
O -2.212 1.118 0.035
H -2.599 1.859 -0.445
H -2.239 1.385 0.962

Results
Maximum force = 1.111 eV/A
Electronic energy = -286.5688 hartree
SMILES = N#CC1CC1.O

Mulliken population analysis, charges in e, atoms 1 to 5: -0.43, 0.02, 0.11, -0.55, -0.54